(1)
Below is a structure of composition C14H28Cl14, with properties calculated with the ωB97M-V functional and the def2-TZVPD basis.

Values from the calculation:
- orbital gap (eV) = 7.8045
- E_LUMO (eV) = 0.014
- highest occupied orbital energy (Ha) = -0.286

Positions of all 56 atoms, in Å:
Cl -25.9327 20.5786 -22.6932
C -24.3850 19.9576 -22.0374
C -24.1216 20.6539 -20.6895
Cl -25.1619 20.2582 -19.3243
H -23.5743 20.1921 -22.7272
H -24.3686 18.8684 -22.0761
H -24.0484 21.7260 -20.8723
H -23.0836 20.4426 -20.4326
Cl -21.7201 23.7718 -17.4440
C -23.2539 23.6198 -18.3440
C -23.5059 22.1585 -18.8715
Cl -22.0648 21.5781 -19.6406
H -23.1616 24.2590 -19.2221
H -24.1200 23.9458 -17.7680
H -24.3296 22.1960 -19.5845
H -23.7068 21.5198 -18.0114
Cl -20.8703 24.8915 -19.3185
C -21.6865 24.2813 -20.7571
C -22.4604 25.4371 -21.3038
Cl -23.7408 25.9018 -20.1937
H -22.1528 23.3528 -20.4275
H -20.9425 24.0076 -21.5052
H -22.9190 25.1547 -22.2515
H -21.9676 26.3546 -21.6254
Cl -22.2596 18.3703 -14.7471
C -22.4428 20.1289 -14.8064
C -22.2086 20.5806 -16.2406
Cl -23.6916 20.2542 -17.1657
H -21.7052 20.5440 -14.1195
H -23.4187 20.3746 -14.3877
H -21.3733 20.1687 -16.8070
H -22.0735 21.6608 -16.1864
Cl -24.9506 25.4540 -16.3358
C -23.1665 25.6880 -16.5112
C -22.8422 26.0773 -17.9951
Cl -23.2202 27.8537 -18.2562
H -22.7624 24.6848 -16.3750
H -22.8129 26.4125 -15.7777
H -23.3643 25.4634 -18.7291
H -21.7895 26.1070 -18.2761
Cl -25.1103 25.1731 -18.6529
C -25.9826 23.6014 -18.6340
C -26.6753 23.2390 -19.9359
Cl -28.2514 24.0993 -20.0151
H -26.7712 23.7087 -17.8892
H -25.3217 22.7810 -18.3545
H -26.9358 22.1880 -20.0609
H -26.0783 23.5012 -20.8094
Cl -19.8659 22.2835 -19.4772
C -19.8456 22.0310 -17.7170
C -19.7440 20.5402 -17.4033
Cl -19.5550 20.2552 -15.6274
H -20.7885 22.4175 -17.3299
H -19.0029 22.5090 -17.2175
H -18.9224 20.1290 -17.9898
H -20.6484 20.0520 -17.7662

---

(2)
Below is a cluster of 7 separate species, C14H28Cl14 in total, with properties calculated with the ωB97M-V functional and the def2-TZVPD basis.

Values from the calculation:
- orbital gap (eV) = 10.9175
- E_LUMO (eV) = 0.343
- SMILES string = ClCCCl.ClCCCl.ClCCCl.ClCCCl.ClCCCl.ClCCCl.ClCCCl
- highest occupied orbital energy (Ha) = -0.389

Positions of all 56 atoms, in Å:
Cl 25.9901 -6.4981 28.4415
C 25.4924 -7.3885 26.9415
C 26.7496 -7.9460 26.1563
Cl 27.7078 -6.7585 25.2504
H 24.9328 -6.6768 26.3345
H 24.7268 -8.1489 27.0953
H 26.4411 -8.7670 25.5092
H 27.4407 -8.5264 26.7675
Cl 16.8231 -0.9456 24.2160
C 18.5516 -0.4033 24.4063
C 19.6645 -1.4294 23.9397
Cl 19.2926 -2.9981 24.6891
H 18.6352 -0.1848 25.4709
H 18.6454 0.6022 23.9963
H 20.6893 -1.1022 24.1150
H 19.5320 -1.4790 22.8589
Cl 22.3364 -3.6610 22.5727
C 21.0597 -4.2229 21.4741
C 21.4912 -5.4862 20.8212
Cl 22.6231 -5.1069 19.5145
H 20.8293 -3.4793 20.7112
H 20.1569 -4.3554 22.0704
H 20.5966 -5.9318 20.3860
H 22.1156 -6.1502 21.4190
Cl 16.7958 -7.3732 29.7335
C 18.4378 -6.6040 29.7550
C 18.9339 -6.2909 28.3619
Cl 18.8491 -7.5993 27.2077
H 19.1696 -7.2679 30.2152
H 18.4730 -5.7079 30.3746
H 19.9544 -5.9080 28.3548
H 18.3224 -5.5359 27.8678
Cl 25.3142 -4.6947 23.2568
C 26.8907 -3.8830 23.4405
C 27.8043 -4.2491 22.2786
Cl 27.1935 -3.4987 20.7380
H 27.3195 -4.1477 24.4070
H 26.6649 -2.8187 23.3743
H 27.7194 -5.3313 22.1798
H 28.8228 -3.9791 22.5574
Cl 27.4774 2.3359 25.6596
C 26.2678 1.3452 24.8376
C 24.8816 1.3458 25.4423
Cl 23.7795 0.4745 24.4105
H 26.7576 0.3728 24.7875
H 26.2729 1.7939 23.8442
H 24.4961 2.3530 25.6006
H 24.9132 0.8361 26.4052
Cl 25.1448 -2.6749 26.3893
C 23.4666 -2.7752 25.8537
C 22.8710 -4.1360 25.9606
Cl 22.4683 -4.6821 27.6510
H 23.5164 -2.3967 24.8327
H 22.8468 -2.0488 26.3795
H 23.5579 -4.9261 25.6572
H 21.9305 -4.2210 25.4161

---

It is (1) that is the least stable of them.

---

(1)
Below is a structure of composition C21H26N2O5, with properties calculated with the ωB97M-V functional and the def2-TZVPD basis.

Values from the calculation:
- orbital gap (eV) = 7.8683
- E_LUMO (eV) = 0.284
- highest occupied orbital energy (Ha) = -0.279

Positions of all 54 atoms, in Å:
C 6.2255 1.8758 0.4554
O 6.0513 0.4994 0.5688
C 4.8773 0.0508 0.1302
C 4.7691 -1.4648 0.1122
C 3.6245 -2.3323 -0.3881
C 2.3863 -1.5792 -0.5602
C 2.3434 -0.2311 -0.4270
C 3.5234 0.6600 -0.3394
O 3.4837 2.0401 -0.2751
C 2.4701 2.6471 -0.7308
H 1.4626 2.7264 -0.1166
H 2.1410 2.4974 -1.8615
H 2.7142 3.5683 -0.7954
H 1.5455 0.4836 -0.8508
C 1.1795 -2.2569 -1.1037
H 0.4154 -1.5960 -1.3357
H 1.4582 -3.2222 -1.6057
C 0.4903 -2.8799 0.3601
N 0.2795 -1.6798 1.1537
C -1.1278 -1.4360 1.6528
O -2.1028 -2.1152 1.0443
C -1.3507 -0.1865 2.6224
C -1.0930 1.1440 1.7454
N -2.1586 1.1882 0.8308
C -3.4108 1.6366 0.6868
O -3.7373 1.7760 2.0104
C -4.1738 1.2345 -0.3756
C -3.1134 1.1900 -1.4642
C -1.9309 0.8434 -0.5559
O -0.7308 0.5728 -1.0468
H -3.0036 1.9213 -2.2354
C -3.4952 -0.3255 -2.2745
C -3.8723 -1.2857 -1.1288
C -4.8180 -1.1144 -0.2556
C -5.3716 0.3427 -0.2236
H -5.9854 0.7433 -1.0305
H -5.8513 0.6305 0.5230
H -5.1326 -1.6583 0.7870
H -3.4830 -2.2641 -1.1677
H -4.3803 0.0037 -2.7778
H -2.4958 -0.7028 -2.5310
H -4.7443 2.4849 -0.3171
H -0.2113 1.0421 1.2246
H -1.2589 1.7364 2.3961
H -2.3270 -0.2517 2.8522
H -0.3171 -0.3859 3.2364
H 1.0107 -1.2909 1.5501
H -0.2664 -3.4904 0.0591
H 1.2378 -3.4372 0.6637
H 3.5063 -3.1677 -0.1950
H 5.6521 -1.8816 0.3797
H 5.5683 2.5586 0.9398
H 6.2431 2.2218 -0.7766
H 7.2845 1.9165 0.7610

---

(2)
Below is an isolated molecule of C21H26N2O5, with properties calculated with the ωB97M-V functional and the def2-TZVPD basis.

Values from the calculation:
- orbital gap (eV) = 9.2741
- E_LUMO (eV) = 0.230
- SMILES string = COCC[C@@H]1CCCCN1C(=O)c1cc(COc2cccc(C(C)=O)c2)on1
- highest occupied orbital energy (Ha) = -0.332

Positions of all 54 atoms, in Å:
C 1.7967 4.6658 1.1647
O 1.3992 3.7183 2.1229
C 1.5440 2.3768 1.7178
C 3.0002 1.8954 1.7009
C 3.0841 0.3769 1.5104
C 4.5252 -0.1474 1.5410
C 5.2990 0.2159 0.2772
C 4.5323 -0.2795 -0.9440
C 3.1186 0.3028 -0.9434
N 2.4317 -0.0505 0.2780
C 1.2874 -0.7534 0.3849
O 0.7812 -1.0161 1.4677
C 0.5903 -1.2480 -0.8353
C -0.5127 -2.1414 -0.7432
C -0.8963 -2.3236 -2.0385
C -1.9860 -3.1344 -2.6641
O -2.8971 -3.6391 -1.7229
C -3.6778 -2.7594 -1.0264
C -4.5122 -3.3248 -0.0608
C -5.3386 -2.5211 0.6986
C -5.3501 -1.1480 0.5196
C -4.5262 -0.5741 -0.4434
C -4.4655 0.8884 -0.7104
C -5.2758 1.7856 0.1902
O -3.7902 1.3342 -1.6116
C -3.6957 -1.3876 -1.2158
O -0.0965 -1.6038 -2.8423
N 0.8161 -0.9468 -2.0914
H 2.8829 4.6743 1.0171
H 1.4857 5.6367 1.5461
H 1.3084 4.4821 0.1994
H 0.9768 1.7933 2.4473
H 1.0873 2.2306 0.7272
H 3.5527 2.4134 0.9165
H 3.4570 2.1497 2.6590
H 2.5211 -0.0928 2.3246
H 5.0284 0.2481 2.4241
H 4.4921 -1.2355 1.6320
H 5.4331 1.2972 0.2145
H 6.2909 -0.2386 0.3108
H 5.0407 0.0131 -1.8634
H 4.4707 -1.3693 -0.9201
H 2.5483 -0.0646 -1.7943
H 3.1754 1.3944 -1.0142
H -0.9259 -2.5516 0.1525
H -1.5550 -4.0202 -3.1447
H -2.4888 -2.5366 -3.4379
H -4.4906 -4.3944 0.0745
H -5.9785 -2.9706 1.4429
H -6.0000 -0.5404 1.1278
H -4.9778 1.6422 1.2262
H -5.1107 2.8217 -0.0939
H -6.3340 1.5520 0.0947
H -3.0760 -0.8955 -1.9492

---

It is (1) that is the least stable of them.

---

(1)
Below is a cluster of 2 separate species, C3H6ClN2 in total, with properties calculated with the ωB97M-V functional and the def2-TZVPD basis.

Values from the calculation:
- orbital gap (alpha / beta) (eV) = 7.2089 / 7.3957
- E_LUMO (alpha / beta) (eV) = -5.329 / -5.208
- total charge = +1
- highest occupied orbital energy (alpha / beta) (Ha) = -0.461 / -0.463

Positions of all 12 atoms, in Å:
C 2.2202 1.8357 -0.3637
C 0.5166 0.2837 0.4655
C -1.0014 -1.3822 -0.3836
N 1.3820 0.9169 -0.0892
N -0.0669 -0.8923 0.4880
Cl -2.8507 0.3106 0.1934
H 3.1517 1.8260 0.2588
H 2.1325 2.4368 -1.3364
H -3.0691 -0.7115 0.8539
H -1.0492 -0.9024 -1.2754
H -1.4501 -2.3687 -0.1143
H 0.0844 -1.3525 1.3031

---

(2)
Below is the ion C3H6ClN2 with charge +1, with properties calculated with the ωB97M-V functional and the def2-TZVPD basis.

Values from the calculation:
- orbital gap (eV) = 7.3436
- E_LUMO (eV) = -6.866
- total charge = +1
- highest occupied orbital energy (Ha) = -0.522

Positions of all 12 atoms, in Å:
C 0.4973 -0.7201 -1.1462
C 0.1811 0.9243 0.5628
C -0.9156 0.2310 1.2962
N 0.1679 -1.6731 -0.3927
N 0.3539 0.5825 -0.7837
Cl -2.4407 0.1120 0.7358
H 0.9786 -0.9185 -2.2752
H 0.2293 2.0953 0.5247
H 1.1935 0.8502 1.0160
H -0.9771 -0.1382 2.3708
H 0.3739 -2.6314 -0.4379
H 0.3579 1.2861 -1.4708

---

It is (1) that is the least stable of them.